Entry 1:
C29H46ClFN10O20S | wB97M-V/def2-TZVPD

Computed properties:
Structure (SMILES): CCCOCc1c(C[C@H]2CO2)c(O)cc2c1Sc1c(CC(=O)Cl)ccc(F)c1N2N.C[N+](=O)[O-].C[N+](=O)[O-].C[N+](=O)[O-].C[N+](=O)[O-].C[N+](=O)[O-].C[N+](=O)[O-].C[N+](=O)[O-].C[N+](=O)[O-]
Net charge: 0
Orbital gap in eV: 7.21

Cartesian coordinates (Å):
C: 5.9004 -0.2813 2.2677
C: 4.4326 -0.1696 2.6712
C: 3.7932 1.0525 2.0404
O: 2.3918 1.0505 2.2674
C: 1.6321 1.2477 1.0935
C: 0.1703 1.2564 1.4319
C: -0.6967 2.2119 0.8855
C: -0.2189 3.2719 -0.0771
C: -0.0714 2.6660 -1.4655
C: -1.2356 2.8357 -2.4302
O: -0.0081 3.5353 -2.5589
C: -2.0431 2.1749 1.2513
O: -2.9128 3.1196 0.7280
C: -2.5418 1.2222 2.1178
C: -1.6929 0.2498 2.6308
C: -0.3435 0.2786 2.2904
S: 0.6855 -0.9948 2.9781
C: -0.4472 -2.3368 2.8195
C: 0.0123 -3.6055 2.4496
C: 1.4935 -3.7747 2.1822
C: 1.8429 -5.0307 1.4386
O: 1.6700 -6.1502 1.7785
Cl: 2.6425 -4.7123 -0.1459
C: -0.9076 -4.6418 2.3330
C: -2.2501 -4.3996 2.5632
C: -2.6792 -3.1432 2.9271
F: -4.0119 -2.9898 3.1149
C: -1.7960 -2.0764 3.0876
N: -2.1344 -0.7656 3.5012
N: -3.4165 -0.5358 4.0537
H: 5.9977 -0.6016 1.2320
H: 6.3779 0.6931 2.3667
H: 6.4284 -0.9871 2.9059
H: 3.8624 -1.0483 2.3648
H: 4.3552 -0.0993 3.7569
H: 4.0187 1.0647 0.9700
H: 4.2212 1.9601 2.4733
H: 1.8280 0.4358 0.3757
H: 1.9435 2.1730 0.6148
H: -0.9571 4.0631 -0.1621
H: 0.7550 3.6531 0.2222
H: 0.4940 1.7375 -1.5271
H: -2.0268 3.3437 -1.9028
H: -1.2880 1.8596 -2.8948
H: -3.2360 2.7791 -0.1173
H: -3.5906 1.2520 2.3706
H: 2.0586 -3.8070 3.1176
H: 1.8607 -2.9201 1.6220
H: -0.5897 -5.6329 2.0547
H: -2.9643 -5.2023 2.4562
H: -4.1264 -0.5992 3.3279
H: -3.6179 -1.2673 4.7201
C: -5.0725 4.1857 5.0174
N: -4.4213 2.8593 5.1857
O: -3.4913 2.7626 5.9526
O: -4.8677 1.9569 4.5047
H: -4.5796 4.9092 5.6554
H: -4.9585 4.4521 3.9723
H: -6.1214 4.0777 5.2737
C: -6.2577 0.3573 -1.3112
N: -5.3658 1.5454 -1.3731
O: -5.8593 2.6311 -1.5701
O: -4.1747 1.3441 -1.2136
H: -7.2756 0.6915 -1.4674
H: -5.9360 -0.3278 -2.0895
H: -6.1271 -0.0902 -0.3306
C: 9.8211 -1.8558 2.2328
N: 9.8448 -0.3792 2.0403
O: 10.7036 0.2536 2.6150
O: 8.9917 0.0874 1.3162
H: 10.6318 -2.1254 2.8983
H: 8.8543 -2.1093 2.6565
H: 9.9388 -2.3105 1.2542
C: 2.6476 5.4303 -2.3000
N: 3.2773 4.7639 -1.1280
O: 4.0908 5.3803 -0.4813
O: 2.9174 3.6242 -0.8964
H: 3.0585 6.4292 -2.3808
H: 2.8779 4.8280 -3.1731
H: 1.5755 5.4432 -2.1269
C: -4.6261 6.1563 0.5917
N: -4.0940 6.5502 1.9240
O: -4.8868 6.6481 2.8423
O: -2.9043 6.7484 2.0072
H: -5.6946 6.0064 0.6852
H: -4.3982 6.9655 -0.0956
H: -4.1191 5.2420 0.2977
C: 1.8425 -6.4428 -3.0304
N: 1.3592 -6.5265 -4.4363
O: 1.7379 -7.4586 -5.1176
O: 0.6098 -5.6521 -4.8125
H: 2.4959 -7.2859 -2.8429
H: 2.3696 -5.5010 -2.9263
H: 0.9706 -6.4631 -2.3848
C: -0.6574 -9.1957 -6.1017
N: -1.6379 -9.7132 -7.0966
O: -2.0875 -8.9356 -7.9100
O: -1.9218 -10.8910 -7.0221
H: -0.4998 -8.1408 -6.2866
H: -1.0807 -9.3710 -5.1173
H: 0.2623 -9.7572 -6.2275
C: -0.6297 3.7265 -6.0827
N: -1.4149 3.3155 -7.2785
O: -1.7601 4.1791 -8.0561
O: -1.6585 2.1327 -7.3892
H: -0.4917 4.8003 -6.1163
H: -1.1924 3.4290 -5.2032
H: 0.3214 3.2049 -6.1196


Entry 2:
C5H4N2O | wB97M-V/def2-TZVPD

Computed properties:
Net charge: 0
Energy above the lowest of the compared OMol25 structures with the same formula, charge and spin in kJ/mol: 609.0
Orbital gap in eV: 10.26

Cartesian coordinates (Å):
C: 0.5759 0.1025 0.2056
C: -0.4547 -0.9152 -0.0830
C: -1.6607 -0.5381 -0.6634
C: 0.2162 1.3981 -0.5928
C: 1.8298 -0.2904 -0.3430
H: -0.0216 -0.2701 2.1905
H: -0.1148 -1.8443 0.3457
H: -1.8180 0.6137 -0.6599
H: -2.3398 -1.2785 -0.8461
N: 0.1192 2.7395 -0.3892
N: 3.0131 -0.2907 -0.7328
O: 0.6556 0.5735 1.5683